ORCA calculation (wB97M-V/def2-TZVPD) on a structure of composition C17H28ClN6O6PRb.

```
60
Properties=species:S:1:pos:R:3:forces:R:3:lowdin_charge:R:1
Rb -0.6093 -1.1949 -0.1629 0.636 0.188 -0.447 1.019
O -3.5276 -1.0423 -4.0850 -0.015 0.002 -0.005 0.141
C -2.9450 -1.0647 -2.8853 -0.033 -0.005 0.002 -0.461
O -1.8103 -1.4208 -2.6980 -0.119 0.015 -0.161 0.022
C -3.8718 -0.6017 -1.7922 -0.028 -0.014 0.006 -0.164
C -5.2165 -0.3370 -2.0188 0.001 0.018 -0.001 0.038
C -5.9868 0.0668 -0.9412 -0.002 0.000 0.000 -0.008
C -5.3943 0.1843 0.3066 0.002 0.030 -0.005 0.024
C -4.0400 -0.1026 0.4279 -0.019 -0.031 0.019 -0.164
N -3.2986 -0.4832 -0.6037 -0.258 0.038 -0.037 0.116
C -3.2658 0.0101 1.7267 -0.041 0.019 -0.014 -0.456
O -3.9636 0.0091 2.8657 -0.011 -0.006 0.007 0.160
O -2.0712 0.1097 1.7421 -0.159 0.171 0.188 0.009
H -2.8845 -1.3567 -4.7389 0.003 -0.002 0.003 0.147
H -5.6372 -0.4423 -3.0075 -0.003 0.001 0.000 0.128
H -7.0364 0.2917 -1.0712 -0.003 0.001 0.001 0.124
H -5.9828 0.5240 1.1491 -0.001 0.006 -0.001 0.124
H -4.8941 -0.2010 2.7233 -0.002 -0.004 -0.003 0.110
Cl 1.8588 -5.0329 3.1351 -0.029 -0.042 0.144 0.606
C 0.1824 -4.4669 2.8659 -0.024 -0.013 -0.003 -0.443
C -0.0265 -3.5940 1.6314 -0.109 -0.065 0.007 -0.745
O -1.1840 -3.2132 1.4600 0.039 -0.348 0.308 -0.101
O 0.9646 -3.3033 0.8768 0.160 -0.252 0.090 -0.204
H -0.1128 -3.9014 3.7448 0.011 -0.007 0.008 0.088
H -0.4512 -5.3454 2.7867 0.003 -0.003 0.015 0.086
C 2.2231 4.4626 -0.9812 -0.005 -0.003 0.001 -0.191
N 2.6766 3.3209 -0.1889 0.002 -0.004 0.004 -0.153
C 2.3661 3.5811 1.2157 -0.004 -0.005 -0.004 -0.191
N 0.9574 3.8731 1.4678 -0.004 0.005 0.003 -0.151
C 0.5591 4.9960 0.6214 0.001 -0.007 -0.003 -0.190
N 0.8085 4.7803 -0.8024 -0.004 0.006 0.005 -0.155
C -0.0489 3.7271 -1.3408 -0.022 -0.005 0.012 -0.343
P 0.1927 2.0672 -0.5259 0.114 0.228 -0.036 0.951
C 2.0557 2.0799 -0.6484 -0.005 0.010 -0.002 -0.348
C 0.1170 2.7019 1.2266 -0.005 0.001 -0.010 -0.345
H 2.4154 4.2644 -2.0374 0.000 0.000 0.000 0.127
H 2.8058 5.3358 -0.6811 0.000 -0.001 0.000 0.128
H 2.9532 4.4439 1.5370 -0.001 -0.001 0.000 0.128
H 2.6641 2.7175 1.8142 0.000 0.000 0.001 0.126
H 1.1278 5.8739 0.9342 -0.001 0.000 0.001 0.128
H -0.5027 5.1994 0.7729 -0.001 0.001 0.000 0.127
H 0.1402 3.6242 -2.4125 -0.001 -0.001 0.001 0.085
H -1.0941 4.0274 -1.2291 -0.004 -0.002 -0.004 0.084
H 2.3389 1.9035 -1.6898 -0.004 -0.002 0.000 0.087
H 2.4553 1.2402 -0.0747 -0.001 -0.005 0.001 0.061
H 0.4096 1.9008 1.9110 0.000 0.001 0.000 0.085
H -0.9203 2.9481 1.4670 -0.004 -0.005 0.001 0.085
N 3.0614 -4.6725 0.2552 0.076 -0.135 -0.123 0.124
C 4.0825 -3.8098 -0.4310 -0.065 0.040 0.028 -0.138
C 3.4441 -2.5879 -1.0949 -0.014 -0.011 0.088 -0.256
N 3.0986 -1.4910 -0.2059 0.036 -0.005 -0.123 0.017
H 3.4660 -5.2376 0.9995 -0.008 0.043 -0.047 0.109
H 2.6407 -5.3138 -0.4131 0.047 -0.069 -0.054 0.158
H 2.2068 -4.1408 0.6792 0.022 0.405 0.004 0.048
H 4.5992 -4.4357 -1.1577 0.013 0.019 -0.014 0.124
H 4.8062 -3.4859 0.3160 -0.046 -0.057 0.040 0.128
H 2.5558 -2.9054 -1.6490 -0.010 0.047 0.025 0.118
H 4.1482 -2.2081 -1.8357 0.019 -0.056 -0.022 0.121
H 3.9295 -1.0969 0.2176 -0.029 0.057 -0.006 0.083
H 2.4648 -1.7753 0.5270 -0.088 -0.186 0.112 0.034
```
Forces are in eV/Å.

Summary:
ΔE to the lowest compared entry with this formula, charge and spin   0.289 eV
Charge   +1

ORCA calculation (wB97M-V/def2-TZVPD) on a cluster of 3 separate species, C17H28IO8PS2 in total at a distorted geometry.

```
57
Properties=species:S:1:pos:R:3:forces:R:3:lowdin_charge:R:1
C 0.9551 0.8492 -2.3700 0.180 -0.217 -0.031 -0.087
C 1.5230 -0.5695 -2.1548 -0.194 0.338 0.128 -0.223
C 0.6402 -1.4748 -1.2903 0.613 -0.609 -0.129 -0.220
C -0.3587 -2.3942 -2.0072 -0.362 0.263 0.660 -0.176
C -1.2139 -1.8059 -3.1504 0.609 -0.116 0.056 -0.120
C -2.1643 -0.7654 -2.6754 -0.295 -0.030 -0.119 -0.087
C -3.2711 -0.8433 -1.9145 0.630 0.220 0.514 -0.306
P -4.2558 -2.2440 -1.3243 -0.488 0.169 -0.239 0.551
O -3.2250 -3.4591 -1.7273 -0.086 0.121 0.294 -0.396
I -4.0623 -2.0584 1.1177 0.252 -0.048 -0.002 0.417
C -3.5877 0.5681 -1.5085 0.244 0.205 1.006 -0.450
O -4.1607 0.9476 -0.5279 -0.224 -0.162 -0.833 0.101
O -2.8954 1.4400 -2.3215 -0.421 -0.677 -0.323 0.108
C -2.1103 0.6678 -3.1443 -0.606 -0.224 -0.696 -0.409
O -1.7005 1.0515 -4.1937 0.411 0.151 0.322 0.177
H 0.6681 1.0181 -3.4069 -0.121 0.089 0.095 0.065
H 0.0949 1.0134 -1.7194 -0.048 0.068 -0.115 0.046
H 1.6848 1.6184 -2.1064 0.028 -0.039 -0.036 0.068
H 2.4905 -0.4783 -1.6582 0.016 -0.113 -0.038 0.095
H 1.7046 -1.0512 -3.1205 0.092 -0.014 0.035 0.105
H 1.3255 -2.1612 -0.7818 -0.266 0.134 -0.129 0.065
H 0.1717 -0.9347 -0.4649 -0.128 0.259 -0.228 0.108
H -1.0408 -2.7408 -1.2284 0.035 -0.178 -0.108 0.090
H 0.1679 -3.2829 -2.3618 -0.029 0.106 -0.296 0.117
H -0.5261 -1.3793 -3.8832 -0.257 0.147 -0.148 0.117
H -1.7480 -2.6323 -3.6201 -0.087 0.090 -0.036 0.116
H -3.4577 -4.2348 -1.2012 0.059 -0.157 -0.159 0.045
O -1.3408 3.0841 -1.2353 0.299 0.272 0.219 -0.302
S -0.9142 3.2685 0.1266 0.057 0.042 0.133 0.661
O -0.7321 2.1322 0.9944 -0.004 -0.067 -0.094 -0.320
C 0.5643 4.2823 0.1406 0.091 0.192 0.000 -0.227
C 0.0371 5.7111 0.2122 -0.073 -0.007 -0.002 -0.221
C -1.1046 5.6880 1.2384 0.036 -0.030 -0.019 -0.214
C -1.9895 4.4793 0.9117 -0.045 0.211 0.142 -0.211
H 1.1457 4.0675 -0.7532 -0.056 -0.101 -0.009 0.103
H 1.1337 4.0189 1.0318 -0.020 -0.037 0.002 0.107
H 0.8229 6.4105 0.4947 -0.005 0.007 -0.006 0.114
H -0.3478 6.0132 -0.7641 0.023 -0.011 -0.011 0.120
H -0.6891 5.5818 2.2425 0.008 -0.016 -0.007 0.115
H -1.6834 6.6104 1.2197 0.000 -0.001 0.007 0.113
H -2.4284 4.0240 1.7956 -0.022 -0.091 -0.058 0.104
H -2.7719 4.7242 0.1961 0.031 -0.073 -0.058 0.108
O 2.8558 -2.0521 0.8832 -0.059 0.032 -0.055 -0.319
S 1.9240 -2.4922 1.8920 0.132 -0.144 0.496 0.666
O 0.4997 -2.4534 1.6927 0.034 0.046 -0.180 -0.319
C 2.4070 -4.1372 2.4137 0.125 -0.127 0.134 -0.227
C 3.4091 -3.8947 3.5374 0.007 0.077 0.000 -0.221
C 2.8191 -2.7642 4.3918 -0.013 -0.030 -0.037 -0.213
C 2.3460 -1.6639 3.4338 0.013 -0.010 0.274 -0.213
H 2.8195 -4.6722 1.5614 -0.057 0.069 -0.069 0.108
H 1.5106 -4.6395 2.7764 -0.023 0.024 -0.023 0.107
H 3.5774 -4.7989 4.1205 0.007 0.003 0.002 0.114
H 4.3674 -3.5811 3.1179 -0.002 -0.023 -0.019 0.119
H 1.9710 -3.1449 4.9642 -0.008 -0.005 -0.018 0.116
H 3.5458 -2.3747 5.1032 -0.007 0.002 0.006 0.113
H 1.4630 -1.1421 3.7944 -0.017 0.038 -0.101 0.104
H 3.1349 -0.9486 3.2107 -0.009 -0.021 -0.095 0.104
```
Forces are in eV/Å.

Summary:
SMILES   CCCCCC1=C(P(O)I)C(=O)OC1=O.O=S1(=O)CCCC1.O=S1(=O)CCCC1

ORCA calculation (wB97M-V/def2-TZVPD) on a structure of composition C17H29AlBrCl3FINO11PSi2 at a distorted geometry.

```
68
Properties=species:S:1:pos:R:3:forces:R:3:lowdin_charge:R:1
C -0.4453 1.6966 4.2210 0.408 0.122 -0.084 -0.103
C 0.4148 1.3914 2.8200 -0.497 -0.731 0.632 -0.380
C 0.5475 -0.2450 2.7333 0.860 0.010 0.897 -0.162
C -0.3337 2.0882 1.5309 -0.657 0.835 0.946 -0.215
Si -1.6767 0.9143 0.7062 1.236 0.971 1.792 0.525
C -2.6796 2.0557 -0.4964 -0.649 1.150 -1.055 -0.196
C -1.7086 2.9188 -1.5440 -2.475 -0.152 -0.223 -0.402
N -1.6497 2.3302 -2.9357 1.001 0.236 1.069 -0.014
C -0.9176 -0.4984 -0.3524 0.304 -0.887 -1.383 -0.262
C 0.3741 -0.0891 -1.2669 1.980 4.328 0.304 -0.665
O 1.0246 1.0739 -1.2823 -3.967 -5.946 0.120 -0.236
I 1.1221 -1.6197 -2.6992 -0.677 1.069 1.218 0.816
O -2.6229 0.2933 2.0636 -1.514 0.115 -3.742 -0.343
Si -4.1990 -0.2929 1.5640 2.312 -1.559 1.356 0.541
C -4.1845 -1.5336 0.0889 0.330 -1.160 -1.095 -0.213
C -5.3871 -2.6287 0.3103 1.661 -4.775 3.709 -0.317
O -5.1116 -3.6468 1.1713 -2.625 7.088 -5.949 -0.010
O -6.6933 -2.4744 -0.3487 3.525 -0.008 0.210 0.000
P -5.6862 1.2740 1.1365 -2.861 5.354 1.504 0.591
O -5.3358 2.7030 1.7123 -0.550 -4.712 -2.472 -0.391
O -7.1874 0.7858 1.9518 3.384 0.051 -0.447 -0.257
O -6.0407 1.2287 -0.5686 -1.219 -1.664 3.071 -0.258
H 0.3156 2.1992 4.9551 -1.700 -0.981 -1.139 0.082
H -0.8860 0.7085 4.7003 1.117 2.041 -1.056 0.091
H -1.3538 2.4146 4.0496 1.798 -1.253 0.250 0.074
H 1.4972 1.8196 2.9432 -2.138 -0.679 -0.344 0.130
H 0.9532 -0.6513 1.7093 -0.947 0.902 2.054 0.013
H -0.4411 -0.8048 3.0967 2.072 1.278 -1.171 0.100
H 1.3712 -0.5463 3.5436 -1.802 0.546 -1.809 0.110
H 0.3860 2.5765 0.7480 -1.020 -1.131 1.423 0.049
H -0.9771 2.9865 1.9795 1.292 -1.685 -1.002 0.098
H -3.3049 2.8711 0.0837 1.064 -1.836 -1.006 0.100
H -3.4090 1.4279 -1.1952 1.344 1.478 1.421 0.088
H -2.1851 4.0082 -1.6493 1.110 -1.973 0.408 0.136
H -0.6246 3.0897 -1.1283 -3.094 -2.152 0.986 -0.175
H -0.7131 1.9366 -3.1739 -1.359 -0.209 0.315 0.050
H -2.4326 1.6709 -3.1373 1.190 0.814 0.354 0.104
H -0.6341 -1.4386 0.3016 -0.368 1.595 -1.423 0.036
H -1.7670 -0.8475 -1.1150 2.040 0.473 1.389 0.095
H -4.7377 -1.0509 2.7232 0.070 0.360 -0.174 0.028
H -3.1525 -2.1277 0.1650 -2.348 0.925 -0.047 0.084
H -4.1898 -1.0001 -0.9546 -0.301 -1.032 1.860 0.087
H -6.5520 -2.1891 -1.3051 0.024 -0.417 1.776 0.127
H -6.9255 0.6738 2.9270 -0.572 0.305 -1.928 0.090
H -6.7513 0.5030 -0.6721 1.341 1.536 0.099 0.091
C 7.4639 -0.6103 -2.6518 0.827 4.006 -2.947 0.085
C 6.7712 -1.4967 -1.9342 0.574 -4.239 2.083 -0.150
C 5.3624 -1.2331 -1.5298 -1.026 -0.494 0.806 -0.283
O 4.7452 -2.0748 -0.8866 0.604 0.652 -0.583 0.119
C 4.7617 0.0513 -1.9222 0.106 -0.566 0.162 0.075
C 5.4557 0.9391 -2.6369 -1.142 1.171 0.212 -0.221
C 6.8547 0.6635 -3.0645 -2.565 -5.777 3.615 -0.272
O 7.4609 1.4912 -3.7366 2.396 3.431 -2.584 -0.198
O 4.8981 2.1493 -3.0067 -1.414 -3.445 3.472 -0.068
O 7.3379 -2.6950 -1.5403 -3.332 2.618 -1.796 0.114
H 8.4878 -0.7900 -2.9545 -0.052 -0.144 0.251 0.134
H 3.7431 0.2377 -1.6065 0.071 0.050 -0.017 0.107
H 5.5972 2.6135 -3.5170 -2.776 0.323 3.607 -0.346
H 6.6369 -3.1616 -1.0353 -0.128 0.049 0.186 0.143
C 0.4138 -4.4138 1.3841 0.135 -0.165 0.070 -1.256
Cl -0.8021 -3.9857 0.1744 -1.231 0.662 -1.516 0.460
Cl 1.6136 -3.1278 1.5627 0.069 0.337 -0.470 0.489
H -0.0813 -4.5743 2.3449 -0.182 0.448 -0.841 -0.110
H 0.9191 -5.3309 1.0716 -0.421 0.584 -0.205 -0.036
Al 0.4126 3.9916 -1.9456 2.032 1.354 -1.411 1.024
Br 6.4126 2.8424 -4.6871 6.016 1.518 -6.951 1.177
Cl 1.3126 -5.6167 3.2402 1.532 -1.906 2.754 -0.249
F 9.1126 -1.8241 -1.2330 1.784 0.891 0.489 -0.474
```
Forces are in eV/Å.

Summary:
ΔE to the lowest compared entry with this formula, charge and spin   9.966 eV

ORCA calculation (wB97M-V/def2-TZVPD) on a cluster of 2 separate species, C17H29BO3 in total at a distorted geometry.

```
50
Properties=species:S:1:pos:R:3:forces:R:3:lowdin_charge:R:1
C 2.1805 -2.3144 1.3744 -0.406 -0.105 0.138 -0.144
C 2.8084 -1.1790 0.4796 -0.323 0.044 0.555 -0.242
C 2.4873 0.3010 1.0075 0.318 -1.213 1.055 -0.210
C 1.1239 0.3296 1.7967 -0.586 0.588 -1.055 -0.152
B 0.5316 1.7905 2.0960 0.245 0.916 -0.141 -0.254
C 1.4163 3.1352 1.8297 -0.616 0.056 0.680 -0.188
C 0.8055 4.0475 0.6880 -0.049 0.449 0.096 -0.118
C -0.9709 2.0748 2.6358 0.530 -0.797 0.009 -0.116
C -1.7771 0.7804 3.0816 -1.324 1.041 0.122 -0.171
C -3.0790 0.7120 2.1977 -0.124 -0.426 0.238 -0.220
C -3.0257 -0.0078 0.9306 -2.379 1.394 1.043 -0.034
C -4.2359 -0.0284 0.1035 0.746 1.123 2.168 -0.076
C -5.4193 0.6830 0.5805 1.020 0.009 0.693 -0.098
C -5.4594 1.3985 1.8605 2.224 -0.890 -0.348 -0.078
C -4.2596 1.4152 2.6956 -0.135 -1.296 -2.541 -0.042
H 2.6208 -3.3320 1.1848 -0.204 1.061 0.074 0.069
H 1.0749 -2.4226 1.1891 1.046 0.182 0.144 0.070
H 2.2825 -2.0910 2.4706 0.115 -0.256 -0.993 0.071
H 3.9171 -1.3359 0.4809 -0.904 0.222 -0.372 0.100
H 2.3812 -1.2951 -0.5495 0.609 0.113 0.719 0.088
H 3.2916 0.5811 1.7510 -0.658 -0.146 -0.907 0.115
H 2.5316 1.0230 0.1524 -0.213 -0.556 0.826 0.110
H 1.1336 -0.2332 2.7668 0.189 0.271 -0.872 0.109
H 0.3607 -0.1926 1.1369 0.518 0.412 0.840 0.108
H 2.5096 2.9296 1.7212 -0.862 0.313 -0.245 0.083
H 1.3066 3.7310 2.7890 0.186 -0.546 -0.889 0.102
H 1.1376 3.7508 -0.3434 -0.254 0.238 0.998 0.074
H 1.0814 5.1266 0.8692 -0.084 -1.114 -0.383 0.073
H -0.3223 4.0400 0.7001 1.149 -0.161 0.010 0.064
H -0.9548 2.8352 3.4711 0.006 -0.679 -0.904 0.114
H -1.5152 2.5532 1.7743 0.432 -0.310 0.790 0.107
H -2.1013 0.9538 4.1490 0.271 -0.378 -1.035 0.107
H -1.1956 -0.1719 3.0812 -0.396 0.791 -0.319 0.099
H -2.0649 -0.5002 0.6684 -0.977 0.311 -0.010 0.098
H -4.1808 -0.5700 -0.8643 -0.431 0.553 0.791 0.094
H -6.3250 0.6881 -0.0667 0.794 -0.022 0.641 0.089
H -6.3564 1.9467 2.2274 0.689 -0.636 -0.618 0.094
H -4.2061 1.9469 3.6760 -0.164 -0.555 -1.018 0.108
C 2.5351 -3.4350 -2.7552 0.265 -0.128 0.272 -0.047
O 1.4139 -3.0266 -3.5380 -0.061 0.058 -0.163 0.002
C 1.7056 -2.7583 -4.8164 -0.106 0.007 0.048 -0.612
O 2.7943 -2.8345 -5.3247 -0.179 0.013 0.084 0.125
O 0.5748 -2.3905 -5.4310 0.106 -0.058 0.162 0.001
C 0.7369 -2.0717 -6.8125 -0.043 0.099 -0.366 -0.045
H 2.1827 -3.6246 -1.7424 -0.232 0.089 -0.147 0.085
H 2.9650 -4.3567 -3.1491 0.061 0.149 -0.085 0.099
H 3.2860 -2.6447 -2.7179 0.020 -0.111 -0.132 0.097
H 1.0953 -2.9390 -7.3684 0.125 0.097 0.074 0.098
H 1.4169 -1.2281 -6.9360 0.078 -0.156 0.010 0.098
H -0.2400 -1.7899 -7.2016 -0.030 -0.060 0.264 0.093
```
Forces are in eV/Å.

Summary:
SMILES   CCCCB(CC)CCc1ccccc1.COC(=O)OC

| no. | HOMO-LUMO gap (eV) | highest occupied orbital energy (eV) |
| --- | --- | --- |
| 1 | 7.2 | -10.07 |
| 2 | 8.1 | -8.66 |
| 3 | 1.7 | -5.95 |
| 4 | 9.2 | -8.66 |